No. 1
Here is a molecular structure, C16H24IN2O2 at a distorted geometry from the Open Molecules 2025 dataset. Energies are from wB97M-V/def2-TZVPD.

```
45
Properties=species:S:1:pos:R:3:forces:R:3
C -3.96441 0.83485 -1.01336 0.5 -1.1 -0.3
C -2.83050 0.59878 -2.02396 0.0 -0.5 -0.7
C -2.98248 -0.56158 -3.05328 -0.4 1.3 0.9
C -1.70050 1.31019 -2.07608 -0.5 0.8 1.1
C -1.20424 2.12350 -0.86926 1.2 -0.3 -0.7
C 0.23782 1.62201 -0.46282 0.0 1.0 -0.4
C 0.67936 2.20705 0.91826 0.1 0.2 -0.4
C 2.23906 2.43705 0.98721 -1.0 0.6 0.0
C 0.08687 1.46431 2.15940 0.6 0.8 0.0
C 0.86379 0.20368 2.63586 -1.2 0.4 0.5
C 0.61512 -1.10865 1.82634 -0.1 -0.6 -0.1
C -0.77225 -1.13630 1.18619 5.7 0.5 2.8
N -1.73994 -0.99312 0.65317 -4.6 1.4 -1.3
C 1.73863 -1.48899 0.78881 0.3 -2.1 -0.4
C 3.14301 -1.26069 1.30045 -6.6 -0.7 -2.1
N 4.15299 -0.94407 1.63594 5.2 1.3 1.8
C 1.67532 -3.06570 0.47812 1.8 0.1 1.5
C 2.51109 -3.46205 -0.76246 -1.0 0.7 0.7
O 3.52370 -4.04420 -0.59498 1.8 -1.3 0.3
O 2.13447 -3.22124 -2.07716 0.1 0.7 0.5
H -3.76269 1.64505 -0.29403 -0.1 -0.3 -0.5
H -4.13694 -0.10148 -0.43683 0.0 0.6 -0.3
H -4.87399 1.05872 -1.61087 0.4 0.0 0.5
H -2.79250 -1.49497 -2.48594 -0.2 0.3 -0.5
H -4.01033 -0.53095 -3.47248 0.6 -0.4 0.0
H -2.20143 -0.43309 -3.82915 -0.6 -0.2 0.3
H -1.13010 1.34275 -3.02054 0.2 -0.4 0.8
H -1.07483 3.18706 -1.16843 -0.2 -0.4 0.5
H -1.82710 2.03013 0.03692 0.0 0.1 -0.7
H 0.92233 2.05557 -1.23427 -0.3 -0.5 0.5
H 0.32129 0.52307 -0.53886 -0.2 0.5 0.2
H 0.24509 3.23744 0.94644 0.1 -0.7 0.0
H 2.42675 3.46465 0.59863 0.0 -0.7 0.2
H 2.81500 1.74329 0.34876 -0.2 0.1 0.7
H 2.54628 2.43643 2.05041 0.2 -0.2 -0.6
H -0.99494 1.30486 1.97969 0.6 -0.3 0.2
H 0.13614 2.19692 3.00354 0.0 -0.5 -0.5
H 0.50558 -0.00332 3.67280 0.2 0.1 -0.7
H 1.93020 0.47721 2.75907 -0.5 -0.5 -0.4
H 0.59148 -1.94352 2.56325 0.2 0.4 -0.5
H 1.65217 -1.00292 -0.20007 -0.2 0.2 0.7
H 0.58444 -3.49196 0.40487 3.0 0.8 1.2
H 2.15778 -3.58751 1.34739 0.1 0.5 -0.7
H 2.30911 -2.28794 -2.26633 -0.4 -0.1 -0.1
I -0.74570 -3.34031 -0.79034 -4.7 -1.4 -3.8
```
Forces are in eV/Å.

Summary:
charge = -1

=====

No. 2
Here is a single C16H24N2O6 molecule from the Open Molecules 2025 dataset. Energies are from wB97M-V/def2-TZVPD.

```
48
Properties=species:S:1:pos:R:3:forces:R:3
C 3.67253 4.96988 3.69811 0.0 0.0 0.0
O 4.80074 4.17188 3.43779 0.1 0.0 0.1
C 4.63809 3.24955 2.38688 -0.1 -0.2 -0.1
C 3.63324 2.13204 2.67814 0.2 0.1 -0.2
C 3.72113 1.01809 1.62839 0.0 0.3 0.2
N 2.82781 -0.10536 1.83985 -0.1 -0.3 0.1
H 2.99119 -0.49226 2.76801 -0.1 0.1 -0.1
C 1.41361 0.18710 1.71703 0.1 -0.2 0.0
H 1.27753 1.04502 1.04693 0.0 -0.1 0.1
C 0.77289 0.51999 3.07961 0.3 0.0 -0.4
O 1.37429 0.35850 4.10868 -0.1 0.0 0.1
O -0.46638 0.97595 3.03667 -0.5 0.1 0.1
H -0.83963 0.93715 2.11314 0.3 -0.1 0.2
C 0.70265 -1.03575 1.09032 -0.1 0.4 0.1
C -0.53784 -0.64114 0.30995 0.4 -0.4 0.2
O -1.16272 0.38463 0.56031 -0.3 0.2 -0.1
N -0.86880 -1.51239 -0.65702 0.1 -0.4 -0.2
C -1.95708 -1.48662 -1.54426 -0.2 0.1 -0.1
C -2.90820 -0.48414 -1.58010 0.2 -0.1 0.1
C -3.95673 -0.52818 -2.48594 -0.3 -0.1 -0.4
C -4.05946 -1.58958 -3.37247 0.1 0.1 0.2
C -3.10206 -2.60870 -3.34459 0.0 -0.1 -0.1
C -2.05820 -2.56750 -2.44413 -0.1 0.2 0.0
O -1.07659 -3.51693 -2.34173 -0.2 0.5 0.2
C -1.12661 -4.62502 -3.21014 0.0 -0.3 -0.2
H -0.26551 -5.23933 -2.95173 -0.1 0.0 -0.1
H -2.04303 -5.20397 -3.06496 0.0 0.0 0.0
H -1.05136 -4.31517 -4.25632 0.0 0.0 0.0
H -3.21763 -3.41497 -4.04905 0.0 -0.1 -0.1
O -5.03751 -1.74503 -4.30441 0.2 -0.2 0.0
C -6.04148 -0.76160 -4.39308 -0.1 0.2 0.0
H -5.62306 0.21671 -4.64904 0.0 0.0 0.0
H -6.60888 -0.68265 -3.46064 0.0 0.0 0.0
H -6.70460 -1.08993 -5.19170 0.0 0.1 0.1
H -4.67794 0.27178 -2.48208 -0.1 0.1 0.0
H -2.83012 0.34026 -0.89218 0.0 0.0 0.0
H -0.28672 -2.33040 -0.78463 0.1 0.2 0.2
H 1.42242 -1.53633 0.44103 -0.1 0.0 0.0
H 0.41330 -1.73992 1.87543 0.0 -0.1 0.0
H 4.73744 0.61414 1.61537 0.0 0.1 -0.1
H 3.51128 1.42816 0.63467 0.1 0.0 0.0
H 3.83790 1.71602 3.66673 0.0 0.0 0.0
H 2.62019 2.53980 2.69197 0.0 0.0 0.1
H 4.34574 3.77755 1.46411 0.1 0.0 0.0
H 5.63308 2.81988 2.24048 -0.1 0.0 -0.1
H 3.31531 5.45979 2.78331 0.0 0.0 0.0
H 3.99331 5.72742 4.41091 -0.1 0.0 0.0
H 2.85252 4.39153 4.13639 0.0 0.0 0.0
```
Forces are in eV/Å.

Summary:
charge = 0
energy above the lowest of the compared OMol25 structures with the same formula, charge and spin = 131.8 kJ/mol
SMILES = COCCCN[C@@H](CC(=O)Nc1ccc(OC)cc1OC)C(=O)O

=====

For reference, LUMO level by record: 2.89; 0.50 eV.